--- P ---
ORCA calculation (the ωB97M-V functional and the def2-TZVPD basis) on a 2-piece molecular cluster, C3HO4 overall.

Geometry (Å):
C1 0.19578 0.72740 1.29284
C2 -0.24562 1.54499 0.36822
C3 -3.97659 -0.48103 0.29664
O1 -3.99344 -1.60530 0.16029
O2 0.55615 -0.46311 1.42531
O3 -0.41191 2.50658 -0.34029
O4 -4.02212 0.61841 0.55230
H1 -0.29991 1.14372 2.14605

net charge	-1
spin multiplicity	1
E_LUMO	0.1143	Eh
gap between HOMO and LUMO	4.6008	eV

--- Q ---
ORCA calculation (the ωB97M-V functional and the def2-TZVPD basis) on an isolated ion of composition C3HO4 and charge -1.

Geometry (Å):
O1 2.60275 0.45556 -0.94079
C1 1.43721 0.17074 -0.71710
C2 0.20135 -0.15317 -0.66668
C3 -0.41765 -0.78081 0.46057
O2 -0.10456 -1.84834 0.97362
O3 -1.38628 0.06642 1.09154
O4 -1.44565 1.19656 0.34449
H1 -0.88717 0.89303 -0.54564

net charge	-1
SMILES string	O=C=C=C([O-])OO
spin multiplicity	1
E_LUMO	0.1524	Eh
gap between HOMO and LUMO	8.3395	eV

Most stable of them? P.

--- P ---
ORCA calculation (the ωB97M-V functional and the def2-TZVPD basis) on a 2-piece molecular cluster, C5H9N2 overall.

Geometry (Å):
C1 0.94970 -2.45001 -1.59578
C2 -0.61545 1.38636 -0.20780
C3 -0.89413 1.52431 1.30502
C4 0.49560 0.36303 -0.11495
C5 -0.63142 0.12167 1.69255
N1 0.19823 -0.52069 0.92859
N2 1.15567 -1.26502 -1.92122
H1 1.49322 -3.22474 -2.17977
H2 0.31170 -2.85431 -0.70582
H3 -1.54704 1.01698 -0.72727
H4 -0.24848 2.32175 -0.72156
H5 0.01897 1.97094 1.74291
H6 -1.82326 2.11178 1.56113
H7 0.52382 -0.70783 -1.52367
H8 1.54168 0.46741 -0.13515
H9 -0.92881 -0.26164 2.60279

expectation value of S²	2.019
net charge	+1
spin multiplicity	3
E_LUMO (alpha / beta)	-0.1956 / -0.3579	Eh
gap between HOMO and LUMO (alpha / beta)	6.7258 / 4.5558	eV

--- Q ---
ORCA calculation (the ωB97M-V functional and the def2-TZVPD basis) on a 2-piece molecular cluster, C5H9N2 overall.

Geometry (Å):
C1 -1.62938 0.76656 -1.03193
C2 2.56663 0.43074 -0.23609
C3 2.30808 -0.47373 0.71238
C4 -1.31919 -0.15065 0.98118
C5 -0.66848 -0.99902 -0.03215
N1 -1.76058 1.06201 0.23790
N2 -0.90495 -0.34022 -1.21392
H1 -2.05056 1.27829 -1.86868
H2 3.40109 0.98329 -0.43208
H3 1.91353 0.50257 -1.01528
H4 3.01400 -0.43006 1.50139
H5 -2.27594 -0.58197 1.28972
H6 -0.57005 0.06071 1.79203
H7 1.49516 -1.15990 0.34642
H8 -2.19484 1.76234 0.69899
H9 -0.77970 -0.69832 -2.18365

expectation value of S²	2.017
net charge	+1
spin multiplicity	3
E_LUMO (alpha / beta)	-0.1410 / -0.2415	Eh
gap between HOMO and LUMO (alpha / beta)	8.5681 / 6.7939	eV

Most stable of them? Q.

--- P ---
ORCA calculation (the ωB97M-V functional and the def2-TZVPD basis) on an isolated molecule of C3H8N2O2.

Geometry (Å):
C1 0.17644 0.02467 -1.43533
C2 1.20056 -0.23925 0.98279
C3 -0.03441 -0.00419 0.03735
N1 -0.62154 1.21255 0.40027
N2 -1.28697 -1.08669 0.31564
O1 -1.23478 -2.05261 1.02043
O2 -2.22504 -0.78936 -0.33840
H1 1.28200 0.01263 -1.59974
H2 -0.16931 -0.94727 -1.81869
H3 -0.23322 0.95620 -1.98218
H4 0.92034 -0.03020 1.99718
H5 1.60642 -1.26453 0.88314
H6 1.91055 0.54841 0.83845
H7 -1.13376 1.78713 -0.29835
H8 -0.15728 1.87252 0.99745

expectation value of S²	2.010
net charge	0
spin multiplicity	3
E_LUMO (alpha / beta)	0.0262 / -0.0982	Eh
gap between HOMO and LUMO (alpha / beta)	6.7148 / 6.8633	eV

--- Q ---
ORCA calculation (the ωB97M-V functional and the def2-TZVPD basis) on an isolated molecule of C3H8N2O2.

Geometry (Å):
C1 2.13893 -0.04573 -0.15207
C2 -0.30214 0.56361 -0.11388
C3 -0.06849 -0.72573 1.97876
N1 -1.55812 0.36585 -2.15886
N2 -1.22368 1.21715 -1.03883
O1 0.94201 0.40003 -0.61314
O2 -0.68319 0.39376 1.18350
H1 2.08282 -0.61418 0.83366
H2 2.86297 -0.41385 -0.84910
H3 -0.07565 -1.62481 1.33059
H4 -0.77582 -0.76094 2.78282
H5 0.95154 -0.34214 2.22902
H6 -1.14714 -0.58522 -2.02814
H7 -1.06451 0.70003 -2.89610
H8 -2.07953 1.47217 -0.48823

expectation value of S²	2.007
net charge	0
spin multiplicity	3
E_LUMO (alpha / beta)	0.0345 / 0.0003	Eh
gap between HOMO and LUMO (alpha / beta)	6.4827 / 9.3867	eV

Most stable of them? Q.

--- P ---
ORCA calculation (the ωB97M-V functional and the def2-TZVPD basis) on an isolated ion of composition C3H3N2OS and charge +1.

Geometry (Å):
O1 -0.06339 2.32731 -1.79816
N1 0.07036 1.46423 -1.02568
N2 0.78476 1.28485 -0.05979
C1 0.86602 0.26430 0.79981
C2 0.09955 -0.87507 0.76282
C3 -0.88754 -1.12537 -0.19631
S1 -1.27683 -0.10143 -1.44725
H1 1.60889 0.42547 1.57149
H2 0.26294 -1.62113 1.52891
H3 -1.46475 -2.04314 -0.13583

net charge	+1
SMILES string	O=[n+]1ncccs1
spin multiplicity	1
E_LUMO	-0.2624	Eh
gap between HOMO and LUMO	8.1455	eV

--- Q ---
ORCA calculation (the ωB97M-V functional and the def2-TZVPD basis) on an isolated ion of composition C3H3N2OS and charge +1.

Geometry (Å):
C1 2.03294 -0.09201 -0.40727
C2 0.37331 -1.20918 0.30351
C3 -1.70041 0.28991 0.12295
N1 1.37697 -1.26540 -0.33462
N2 2.83820 0.78915 -0.73993
O1 1.51620 0.98961 0.07091
S1 -1.00262 -1.09821 1.14294
H1 -2.71612 0.23023 0.23547
H2 -1.42562 0.16549 -0.93700
H3 -1.29285 1.20042 0.54304

net charge	+1
spin multiplicity	1
E_LUMO (alpha / beta)	-0.2561 / -0.2561	Eh
gap between HOMO and LUMO (alpha / beta)	7.5098 / 7.5078	eV

Most stable of them? P.